Formula: C24H38MgN3O3S
Source: the Open Molecules 2025 dataset
Level of theory: wB97M-V/def2-TZVPD

Computed properties:
Net charge: +1
Frontier orbital gap: 8.680 eV
Energy above the lowest of the compared OMol25 structures with the same formula, charge and spin: 24.5 kJ/mol
Total energy: -52393.818 eV
LUMO: -2.04 eV
Largest force on an atom: 0.5 eV/A
Highest occupied orbital energy: -0.394 Eh

Structure (XYZ):
```
70
C24H38MgN3O3S | the Open Molecules 2025 dataset | wB97M-V/def2-TZVPD
Mg -0.6077 -0.3913 -0.0692
C 0.4270 3.9926 2.9128
C -0.2336 2.7451 2.3189
C -0.9451 1.9368 3.4039
C 0.7867 1.9268 1.5573
C 1.7931 1.2172 2.2126
C 2.7902 0.5571 1.5086
C 2.8192 0.5586 0.1187
C 3.9229 -0.1324 -0.6346
C 1.8101 1.2491 -0.5469
C 0.8143 1.9300 0.1595
H -0.3212 4.6342 3.3821
H 0.9387 4.5722 2.1427
H 1.1628 3.7184 3.6724
H -0.9841 3.0718 1.6019
H -0.2721 1.6952 4.2300
H -1.3495 1.0047 3.0041
H -1.7759 2.5116 3.8177
H 1.8171 1.2052 3.2966
H 3.5666 0.0309 2.0531
H 3.6193 -0.3796 -1.6524
H 4.2322 -1.0476 -0.1284
H 4.8000 0.5140 -0.7038
H 1.8271 1.3037 -1.6312
H 0.0908 2.5233 -0.3859
C -4.0573 1.1642 -1.3178
S -3.4586 1.0985 0.3812
O -1.9266 0.9728 0.3027
C -3.6744 2.8024 0.8467
C -4.4284 3.0725 1.9754
C -4.5667 4.3908 2.3979
C -3.9470 5.4105 1.6939
C -3.1929 5.1265 0.5570
C -3.0540 3.8196 0.1284
H -4.5920 2.0962 -1.4816
H -4.6986 0.3019 -1.4698
H -3.1864 1.0869 -1.9657
H -4.9019 2.2644 2.5206
H -5.1522 4.6146 3.2795
H -4.0515 6.4346 2.0267
H -2.7162 5.9273 0.0074
H -2.4682 3.5895 -0.7535
C -2.6317 -3.8952 -1.8289
O -1.6399 -2.9209 -1.4603
C -2.0560 -1.7351 -0.8947
O -3.2532 -1.5575 -0.7100
H -2.3870 -4.2441 -2.8289
H -3.6255 -3.4600 -1.8096
H -2.5821 -4.7268 -1.1272
C 1.0374 -3.3811 3.5308
N 0.3376 -2.8360 2.3707
C -0.6171 -1.7849 2.6715
C 0.9134 -2.8559 1.1353
N 0.7959 -1.8191 0.3484
N 1.6001 -3.9823 0.8000
C 1.1107 -5.2997 1.2035
C 2.4186 -3.9875 -0.3997
H 1.3178 -2.5678 4.2050
H 1.9447 -3.8915 3.2220
H 0.4039 -4.0804 4.0774
H -1.1249 -2.0346 3.6004
H -1.3847 -1.7371 1.8953
H -0.1367 -0.8058 2.7866
H 1.1010 -2.0680 -0.5892
H 0.2543 -5.2017 1.8626
H 1.8908 -5.8697 1.7094
H 0.7968 -5.8548 0.3170
H 1.8219 -4.1564 -1.3028
H 3.1496 -4.7899 -0.3164
H 2.9653 -3.0506 -0.4939
```

Formula: C24H38N2O5
Source: the Open Molecules 2025 dataset
Level of theory: wB97M-V/def2-TZVPD

Computed properties:
Frontier orbital gap: 8.257 eV
Energy above the lowest of the compared OMol25 structures with the same formula, charge and spin: 2437.3 kJ/mol
Total energy: -38696.507 eV
LUMO: 0.65 eV
Largest force on an atom: 17.2 eV/A
Highest occupied orbital energy: -0.280 Eh

Structure (XYZ):
```
69
C24H38N2O5 | the Open Molecules 2025 dataset | wB97M-V/def2-TZVPD
C -3.7875 6.0833 1.4928
O -2.6104 6.2477 0.4934
C -1.6225 7.0421 1.0372
C -0.9649 6.3598 2.2348
O -0.8850 4.9907 2.0944
C 0.0247 4.6003 0.6767
C -0.1041 3.0971 0.6284
C 0.8274 2.3846 1.9071
N 2.1582 2.9049 1.7118
C 2.9853 2.0435 1.3693
O 4.3101 2.4004 1.6276
C 2.8875 0.5978 1.1882
C 3.2818 -0.3569 2.3022
C 3.0236 -1.7645 1.8939
C 2.4646 -2.1687 0.8386
O 2.2426 -3.6356 0.4148
C 3.0055 -4.4896 1.3216
C 2.1432 -1.3361 -0.1750
O 1.4211 -1.4178 -1.0992
C 0.8451 -2.7364 -1.5172
C 0.2511 -2.6021 -2.8619
C -0.2364 -3.8275 -3.5807
N -1.5975 -4.1263 -2.5723
C -2.5924 -5.0344 -2.9959
C -2.3339 -6.4244 -2.9477
C -4.0482 -4.8116 -2.0881
C -1.3334 -4.2155 -1.2557
C -0.2813 -3.0286 -0.6870
C 2.1919 0.0999 0.2912
C 2.0764 4.0891 1.9104
C 1.4450 4.8236 0.9519
H -3.4862 5.2671 2.1304
H -4.5157 5.6627 0.9725
H -4.1641 7.1991 2.0161
H -2.0154 8.0999 1.3010
H -1.0448 7.2596 0.2572
H -1.5602 6.3364 3.1169
H 0.0142 6.7729 2.3712
H -0.6230 5.1140 0.0364
H 0.1524 2.6653 -0.3270
H -1.1840 2.7151 0.7195
H 0.2021 2.6576 2.6399
H 0.5484 1.2075 1.7881
H 3.7683 -0.1537 3.1011
H 3.6915 -2.6124 2.4942
H 4.0112 -4.3098 1.6174
H 2.4598 -4.4083 2.3328
H 2.6897 -5.4605 0.9138
H 1.3611 -3.6052 -1.5555
H -0.3018 -1.6326 -3.1401
H 1.0602 -2.5907 -3.8071
H -0.9065 -3.6879 -4.4149
H 0.0683 -4.6701 -3.4083
H -2.7753 -4.7165 -3.8046
H -1.3316 -6.6182 -3.3828
H -1.9830 -6.8419 -1.7494
H -2.9051 -7.0727 -3.5211
H -4.1367 -3.6632 -2.2870
H -4.6723 -5.1854 -2.6956
H -4.0929 -5.2046 -1.2173
H -1.9058 -4.4305 -0.5484
H -0.4455 -5.0234 -1.2017
H -0.1942 -3.0556 0.4370
H -1.1835 -2.1701 -0.7246
H 1.8434 0.8874 -0.6252
H 1.8634 4.4879 2.8854
H 3.1254 4.2210 2.0386
H 1.8322 4.6942 -0.2911
H 1.5484 6.0769 0.9269
```

Formula: C24H38N8O7P2SSiTi
Source: the Open Molecules 2025 dataset
Level of theory: wB97M-V/def2-TZVPD

Computed properties:
Net charge: -2
Frontier orbital gap (alpha / beta): 5.116 / 6.547 eV
Energy above the lowest of the compared OMol25 structures with the same formula, charge and spin: 69.9 kJ/mol
Total energy: -112172.987 eV
LUMO (alpha / beta): 4.33 / 4.32 eV
Largest force on an atom: 2.3 eV/A
Spin multiplicity: 3
Highest occupied orbital energy (alpha / beta): -0.029 / -0.082 Eh

Structure (XYZ):
```
82
C24H38N8O7P2SSiTi | the Open Molecules 2025 dataset | wB97M-V/def2-TZVPD
Ti 0.8472 -1.1661 1.1309
N 2.7894 3.3089 0.4986
C 1.6021 2.6259 0.7152
S 0.1916 3.0001 -0.1788
N 1.7541 1.7436 1.6648
N 0.7597 0.8315 1.9170
C -0.0664 1.0853 2.9299
C 0.1750 2.1121 3.9489
C 0.1040 1.7530 5.2808
C 0.1831 2.7300 6.2775
C 0.3793 4.0222 5.9478
C 0.4891 4.3976 4.6164
C 0.3257 3.4378 3.6069
C -1.1692 0.1857 3.0349
C -2.1875 0.4147 3.9594
C -3.1761 -0.5278 4.0662
C -3.1454 -1.6891 3.2765
C -2.1216 -1.8715 2.4144
N -1.1224 -0.9739 2.2713
H 2.5782 4.2078 0.0227
H 3.3452 3.4151 1.3807
H 0.0214 0.7052 5.5994
H 0.0697 2.3992 7.2901
H 0.4367 4.6977 6.7599
H 0.5624 5.4032 4.2923
H 0.3721 3.7641 2.5751
H -2.1755 1.2795 4.5838
H -3.9286 -0.4497 4.8419
H -3.9052 -2.4880 3.3624
H -2.0453 -2.7343 1.7055
O 3.8752 -2.3119 -0.1308
P 3.4315 -2.9966 1.2021
O 4.5522 -3.5282 1.9812
O 2.5327 -1.9288 1.8996
O 2.4869 -4.2483 0.7207
P 0.9347 -4.2959 0.4550
O 0.3139 -4.7457 1.9223
O 0.6438 -5.3428 -0.5617
O 0.4469 -2.8944 0.2589
H 3.2787 -1.5906 -0.4251
H 0.5190 -5.6898 2.0059
C 4.4327 1.5148 -3.4137
Si 2.5654 1.4647 -3.0154
C 1.4761 0.7529 -4.4038
C 2.1780 3.2781 -2.8961
C 2.1506 0.3826 -1.4993
C 1.6024 -0.2829 -0.6162
H 4.6523 1.9198 -4.4290
H 5.0213 0.6170 -3.2194
H 4.8446 2.2449 -2.7517
H 1.6068 1.3016 -5.3390
H 0.4106 0.8816 -4.1045
H 1.6601 -0.3330 -4.5981
H 2.3699 3.7505 -3.8347
H 2.8790 3.7075 -2.1545
H 1.1816 3.5753 -2.5461
N -3.8077 2.1523 0.9314
N -3.1626 1.4883 -0.2276
H -3.1462 2.5848 1.5584
H -4.1949 1.3795 1.4475
H -2.2956 1.1654 0.1835
H -2.7979 2.1774 -0.8995
C -1.8135 -0.6029 -2.5921
C -2.6233 -0.9947 -3.8270
N -2.2657 -2.3177 -4.2628
C -2.7357 -3.2783 -3.2797
C -2.1890 -2.9000 -1.8867
N -1.1837 -1.8295 -2.0495
C -0.1771 -2.3297 -2.9845
C -0.7845 -2.4217 -4.4238
H -2.4819 -0.2253 -1.8298
H -0.9838 0.1037 -2.8367
H -2.5274 -0.2636 -4.6271
H -3.7189 -1.0201 -3.5267
H -2.3550 -4.2524 -3.5887
H -3.8019 -3.2883 -3.2523
H -1.7321 -3.7322 -1.4238
H -2.9240 -2.4655 -1.2237
H 0.1743 -3.3445 -2.7088
H 0.6752 -1.7017 -2.9113
H -0.6095 -3.3474 -4.9811
H -0.5269 -1.5585 -5.0763
```

Formula: C24H39Br2Cl2NO4
Source: the Open Molecules 2025 dataset
Level of theory: wB97M-V/def2-TZVPD

Computed properties:
Frontier orbital gap: 7.673 eV
Total energy: -200314.966 eV
LUMO: -0.37 eV
Largest force on an atom: 9.2 eV/A
Highest occupied orbital energy: -0.296 Eh

Structure (XYZ):
```
72
C24H39Br2Cl2NO4 | the Open Molecules 2025 dataset | wB97M-V/def2-TZVPD
C -4.2531 -1.9278 1.2877
C -4.3087 -0.4643 0.5246
C -3.2427 -0.5385 -0.7177
C -2.1525 0.6837 -0.7778
C -2.5429 2.1749 -0.2195
Cl -3.1836 3.4280 -1.4793
C -2.4187 2.6618 1.1814
C -1.8642 1.6751 2.3680
Cl -2.8768 4.4409 1.6053
O -2.0865 0.9380 -2.2556
C -0.9615 0.4860 -3.0880
C -0.1271 1.8353 -3.6125
C 0.0246 1.8515 -5.2765
O -0.9168 2.3536 -6.1020
Br 1.6737 1.1143 -6.2241
N -1.2118 -0.2247 -4.3987
C -2.5403 -0.5024 -4.6026
C -3.7178 0.5644 -5.0056
C -3.0107 -2.1019 -4.4796
C -0.1291 -0.4590 -2.0203
O -0.5521 -1.8098 -2.4210
C -0.5939 0.1263 -0.5375
Br 0.8400 1.5400 -0.2095
C -0.3167 -0.9084 0.7035
C 0.9175 -1.9762 0.4399
C 1.5101 -2.4616 1.9039
C 3.1547 -2.5263 1.9318
C 3.6863 -0.9885 1.6251
C 5.2206 -0.6949 2.1263
C 5.2668 0.9321 2.5111
C 5.0264 1.0331 4.1558
O 5.3333 2.4256 4.5307
C 4.3652 2.9579 5.5114
H -3.1982 -2.1836 1.7504
H -5.0751 -2.0734 2.1084
H -4.4358 -2.7551 0.4472
H -4.1841 0.4543 1.2384
H -5.3998 -0.3862 0.0501
H -2.6824 -1.5758 -0.6517
H -3.8776 -0.5383 -1.7165
H -0.6751 1.7024 2.4269
H -2.2262 2.1599 3.3969
H -2.2936 0.5878 2.3155
H 0.9759 1.8250 -3.1762
H -0.6325 2.8421 -3.2558
H -3.3422 1.4712 -5.6432
H -4.5377 0.0119 -5.6462
H -4.2142 0.9743 -4.0200
H -3.3122 -2.4013 -3.3893
H -2.0465 -2.7258 -4.8055
H -3.8338 -2.3694 -5.2856
H 1.0471 -0.4359 -2.1654
H -0.8990 -2.3493 -1.6513
H 0.0211 -0.2440 1.6292
H -1.2421 -1.5467 1.0293
H 1.7458 -1.5856 -0.2885
H 0.4746 -2.9595 -0.0708
H 1.0581 -3.5408 2.1314
H 1.1153 -1.7681 2.7849
H 3.4676 -2.9367 2.9829
H 3.4662 -3.2746 1.0580
H 3.6612 -0.8135 0.4565
H 2.9112 -0.2391 2.1274
H 5.4824 -1.3560 3.0575
H 5.9289 -0.9110 1.1952
H 4.3118 1.4379 2.0211
H 6.2814 1.4026 2.1664
H 5.7920 0.3157 4.6885
H 3.9084 0.7173 4.3551
H 3.6591 2.1524 5.9849
H 3.7917 3.8455 4.9923
H 4.9967 3.4308 6.3926
```

Formula: C24H39BrGeN5PPd
Source: the Open Molecules 2025 dataset
Level of theory: wB97M-V/def2-TZVPD

Computed properties:
Frontier orbital gap (alpha / beta): 4.556 / 6.486 eV
Energy above the lowest of the compared OMol25 structures with the same formula, charge and spin: 19.1 kJ/mol
Total energy: -172293.387 eV
LUMO (alpha / beta): -0.24 / -0.26 eV
Largest force on an atom: 0.8 eV/A
Spin multiplicity: 3
Highest occupied orbital energy (alpha / beta): -0.176 / -0.248 Eh

Structure (XYZ):
```
72
C24H39BrGeN5PPd | the Open Molecules 2025 dataset | wB97M-V/def2-TZVPD
Pd -0.0704 0.1245 -0.4524
C 1.7389 2.7167 0.3259
N 1.1396 2.1208 -0.8590
C 2.1756 1.7317 -1.8150
C 0.1618 3.0131 -1.4773
C -0.7678 2.2679 -2.4079
C -1.3044 2.9488 -3.4977
C -2.1470 2.3066 -4.3954
C -2.4119 0.9591 -4.2061
C -1.8673 0.2961 -3.1056
C -1.0630 0.9162 -2.1414
H 2.3596 3.5913 0.0746
H 2.3620 1.9821 0.8238
H 0.9574 3.0267 1.0174
H 2.7990 2.5944 -2.0991
H 1.7105 1.3217 -2.7078
H 2.8125 0.9698 -1.3704
H 0.6714 3.8222 -2.0208
H -0.4169 3.4760 -0.6758
H -1.0457 3.9926 -3.6586
H -2.5648 2.8403 -5.2409
H -3.0247 0.4185 -4.9207
H -2.0667 -0.7712 -3.0401
Br -0.0085 -6.0649 1.8239
C 0.1586 -4.2440 2.3616
C -0.1978 -3.8788 3.6643
C -0.1089 -2.4851 3.9395
C 0.2808 -1.6013 2.9878
N 0.6525 -2.0009 1.7104
C 0.5948 -3.3566 1.4247
H -0.4938 -4.6026 4.4089
H -0.3878 -2.1107 4.9176
H 0.3125 -0.5322 3.1442
H 0.8900 -3.6503 0.4285
C 4.4748 -0.0448 0.4648
Ge 3.0362 -0.5770 1.7025
C 3.6888 -2.2014 2.6127
C 3.0002 0.8253 3.0946
C 1.3365 -1.0330 0.8128
H 5.4232 -0.1526 0.9986
H 4.3808 0.9934 0.1375
H 4.5013 -0.6890 -0.4178
H 4.6788 -2.0089 3.0393
H 3.7728 -3.0365 1.9114
H 3.0165 -2.5000 3.4199
H 3.6988 0.5150 3.8770
H 2.0162 0.9611 3.5478
H 3.3329 1.7882 2.6995
H 1.6811 -1.6101 -0.0490
C -4.0166 -3.3710 0.6165
N -3.4685 -2.7887 -0.6840
C -4.4592 -1.7353 -1.2011
N -4.7171 -0.7462 -0.2168
C -5.2176 -1.3693 1.0028
N -4.2737 -2.3376 1.5548
C -3.0375 -1.6888 2.0332
P -2.0376 -0.7446 0.7135
C -2.0974 -2.2037 -0.4675
C -3.5498 0.1271 0.0333
H -3.2706 -4.0685 0.9940
H -4.9338 -3.9001 0.3572
H -3.4061 -3.5353 -1.3737
H -5.3699 -2.2795 -1.4537
H -4.0215 -1.2927 -2.0904
H -6.1608 -1.8755 0.7833
H -5.3985 -0.5955 1.7461
H -2.3942 -2.4407 2.4937
H -3.3061 -0.9750 2.8147
H -1.4577 -2.9914 -0.0680
H -1.6964 -1.8819 -1.4204
H -3.2690 0.6361 -0.8847
H -3.8455 0.8907 0.7565
```

Formula: C24H39ClF7NbO11PS5
Source: the Open Molecules 2025 dataset
Level of theory: wB97M-V/def2-TZVPD

Computed properties:
Net charge: -1
Frontier orbital gap: 5.462 eV
Total energy: -144595.896 eV
LUMO: -0.51 eV
Largest force on an atom: 6.0 eV/A
Highest occupied orbital energy: -0.219 Eh

Structure (XYZ):
```
89
C24H39ClF7NbO11PS5 | the Open Molecules 2025 dataset | wB97M-V/def2-TZVPD
C -5.4684 0.0766 -2.0364
C -4.2110 1.0046 -1.5672
C -4.5145 1.6434 -0.1395
Cl -6.3418 2.0326 0.0371
Nb -3.4241 3.5646 0.4041
F -5.2584 4.4701 0.8334
C -1.3697 2.7780 0.0029
O -1.1977 1.6649 -0.9184
C 0.2438 1.4793 -0.8836
C 1.2139 2.3241 -1.7866
C 2.7794 2.1820 -1.7035
C 3.4177 1.1802 -0.6751
C 2.4780 0.3001 0.2241
C 0.9202 0.4757 0.1115
C -2.3463 5.5109 1.0654
F -1.6333 6.1585 -0.0258
F -3.1788 6.4497 1.7382
F -1.2514 5.0416 1.9119
P -3.7071 4.5259 -1.9982
O -3.8152 6.2341 -2.0387
O -5.2801 3.9700 -2.4963
S -2.2856 3.9276 -3.1907
S -3.3170 2.5946 2.7872
O -4.7478 2.1120 3.0537
O -3.0251 3.6286 3.8473
C -2.2276 1.0881 2.9540
F -0.8715 1.3841 3.3402
F -2.1335 0.2640 1.8101
F -2.7400 0.3048 4.0474
H -5.1957 -0.6159 -2.9148
H -5.8231 -0.6273 -1.1950
H -6.3565 0.7087 -2.4135
H -3.9922 1.7057 -2.4282
H -3.3198 0.2735 -1.4563
H -4.3677 0.7905 0.6326
H -0.7417 3.6560 -0.4327
H -0.8348 2.5285 1.0050
H 0.7837 3.0931 -2.5170
H 3.4868 2.8094 -2.3419
H 4.5560 1.0593 -0.5437
H 2.8394 -0.4613 0.9933
H 0.2118 -0.1236 0.7753
H -4.4164 6.5208 -1.3133
H -5.9223 4.5720 -2.0392
C 5.0592 -3.7058 -3.0947
C 5.3000 -3.9539 -1.6045
C 4.6246 -2.8176 -0.8355
S 3.2627 -2.2619 -1.8561
O 3.5272 -0.9122 -2.2782
O 2.0153 -2.6404 -1.2325
C 3.5812 -3.3636 -3.2234
H 5.3231 -4.5775 -3.6986
H 5.6705 -2.8621 -3.4324
H 4.8514 -4.9107 -1.3178
H 6.3661 -4.0087 -1.3707
H 4.2401 -3.1561 0.1274
H 5.3031 -1.9749 -0.6897
H 3.3348 -2.8711 -4.1634
H 2.9602 -4.2500 -3.0895
C 3.6030 -8.8411 -5.1965
C 2.1129 -8.8687 -5.5423
C 1.4041 -7.8970 -4.5968
S 2.6126 -6.6515 -4.1615
O 2.8987 -6.7603 -2.7492
O 2.2473 -5.3970 -4.7815
C 3.9705 -7.3685 -5.0705
H 4.2053 -9.3409 -5.9580
H 3.7706 -9.3522 -4.2429
H 1.9734 -8.5427 -6.5782
H 1.6969 -9.8751 -5.4571
H 0.5497 -7.4191 -5.0772
H 1.0851 -8.3932 -3.6786
H 4.9052 -7.2031 -4.5351
H 4.0073 -6.8870 -6.0503
C -1.1463 4.4820 6.2825
C -1.0689 3.0734 6.8720
C -0.3112 3.1718 8.1980
S -0.6020 4.8247 8.8188
O 0.6535 5.5423 8.8241
O -1.4537 4.7530 9.9865
C -1.5707 5.3880 7.4308
H -1.8497 4.5340 5.4494
H -0.1602 4.7825 5.9126
H -2.0815 2.6984 7.0531
H -0.5789 2.3760 6.1889
H -0.6744 2.4439 8.9246
H 0.7639 3.0492 8.0546
H -1.3721 6.4428 7.2420
H -2.6245 5.2417 7.6784
```

Question: largest force on an atom of number 5 (C24H39BrGeN5PPd)?
Answer: 0.8 eV/A